Here is a cluster of 8 separate species, C6H27NO8 in total at a distorted geometry from the OMol25 dataset. Energies are from the ωB97M-V functional and the def2-TZVPD basis.

The geometry in XYZ format:
```
42
Properties=species:S:1:pos:R:3:forces:R:3:mulliken_charge:R:1
C 3.966 -2.268 0.188 -1.99 -2.22 2.25 -1.244
C 2.543 -1.951 -0.205 1.61 1.15 -1.09 0.291
C 1.709 -2.856 -0.681 -3.31 3.88 0.91 -0.717
C 0.202 -2.191 -0.938 2.98 0.64 3.28 -1.288
C 0.099 -0.637 -1.226 0.13 -1.42 0.96 0.715
N -0.620 0.032 -0.142 -3.84 1.37 0.47 0.036
C -0.415 -0.525 -2.657 -0.68 1.20 -0.06 -1.256
O -1.255 0.612 -2.624 -0.59 1.31 -1.14 -0.622
H 3.805 -2.153 1.305 1.64 0.29 -0.95 0.229
H 4.164 -3.343 0.049 -0.69 -0.14 0.22 0.304
H 4.850 -1.959 -0.298 0.62 1.96 -0.26 0.379
H 2.220 -0.859 -0.105 0.60 -1.77 -0.03 0.290
H 1.883 -3.897 -0.713 0.09 -0.90 -0.34 0.408
H -0.022 -2.638 -1.809 -1.73 -1.87 -2.79 0.600
H -0.501 -2.406 -0.073 0.75 -0.02 -1.24 0.310
H 0.985 -0.042 -1.281 1.30 -0.81 0.09 0.016
H -1.662 0.210 -0.432 2.33 -0.76 0.75 0.234
H -0.408 1.018 0.242 0.74 -2.23 -1.44 0.298
H -1.034 -1.304 -3.102 0.07 -0.43 0.64 0.571
H 0.438 -0.422 -3.322 0.14 0.19 -0.15 0.398
H -0.894 1.418 -3.009 0.24 -0.33 -0.02 0.287
O -3.122 2.742 0.355 0.77 -2.83 -1.11 -0.615
H -3.280 3.015 1.221 -0.33 0.74 2.37 0.301
H -3.085 3.475 -0.198 -0.24 2.14 -1.40 0.299
O -1.632 1.994 2.936 -2.24 -0.62 2.84 -0.666
H -1.064 1.430 2.451 0.76 -0.94 -0.83 0.455
H -2.034 1.319 3.582 0.86 1.63 -1.36 0.292
O -0.243 2.549 0.955 0.73 -0.39 -2.52 -0.733
H -0.036 2.934 1.790 -0.76 0.88 0.71 0.256
H -1.088 2.770 0.493 0.41 0.34 1.50 0.321
O 1.909 2.259 -1.387 -0.96 0.28 1.45 -0.719
H 1.640 2.820 -0.590 0.30 -1.36 -1.57 0.271
H 1.382 1.426 -1.305 0.65 1.43 0.12 0.335
O 2.851 -0.614 3.254 -2.88 -1.86 -0.28 -0.626
H 1.875 -0.596 2.968 2.33 0.19 0.64 0.310
H 3.197 0.236 3.093 0.49 1.68 -0.39 0.304
O -3.462 -0.910 -2.413 -1.29 -4.24 3.18 -0.644
H -2.917 -1.253 -1.632 -1.51 0.36 -1.51 0.328
H -2.932 -0.232 -2.661 2.40 3.71 -1.60 0.366
O -1.082 -0.685 2.926 0.49 0.28 -1.74 -0.676
H -0.738 -1.410 3.433 0.27 -0.60 0.26 0.286
H -0.737 -0.784 1.984 -0.68 0.09 1.16 0.313
```
Forces are in eV/Å.

## Properties
- Spin multiplicity: 1
- ΔE to the lowest compared entry with this formula, charge and spin: 529.9 kJ/mol
- HOMO: -9.41 eV
- Net charge: 0
- Largest force on an atom: 5.5 eV/Å